Entry 1:
56
Properties=species:S:1:pos:R:3:forces:R:3:nbo_charge:R:1 method="wB97M-V/def2-TZVPD" gap_ev="5.516 / 5.514"
Pd 1.0125 -0.3518 -0.3926 0.1 0.3 -0.1 0.65
C 5.7124 0.6048 -0.5876 -0.1 0.0 0.0 -0.41
N 4.6616 1.5939 -0.4019 0.1 0.0 0.1 -0.36
C 4.7753 2.7436 0.3559 -0.1 0.0 -0.1 -0.04
C 3.5751 3.3394 0.3631 0.1 0.0 0.0 -0.08
N 2.7144 2.5475 -0.4009 -0.1 0.0 0.3 -0.39
C 3.3979 1.4446 -0.8607 0.1 0.0 -0.1 0.27
S 2.8979 0.1667 -1.8333 -0.1 0.0 0.0 -0.14
C 1.3281 2.8269 -0.5147 0.2 0.1 -0.1 0.39
C 0.9101 4.1543 -0.5055 -0.1 -0.1 -0.1 -0.26
C -0.4459 4.4113 -0.5570 0.0 0.0 0.0 -0.14
C -1.3361 3.3503 -0.6452 0.0 0.0 0.0 -0.25
C -0.8208 2.0723 -0.6746 0.1 0.0 0.0 0.07
N 0.4873 1.8086 -0.5957 0.0 -0.2 0.3 -0.47
H 6.6572 1.0624 -0.3061 0.0 0.0 0.0 0.21
H 5.7442 0.2964 -1.6287 0.0 0.0 0.0 0.24
H 5.5127 -0.2684 0.0321 0.0 0.0 0.0 0.23
H 5.6999 3.0297 0.8231 0.0 0.0 0.0 0.24
H 3.2550 4.2337 0.8618 -0.1 0.0 0.0 0.24
H 1.6228 4.9646 -0.4913 0.1 0.0 0.0 0.23
H -0.7988 5.4339 -0.5488 0.0 0.0 0.0 0.23
H -2.4051 3.4989 -0.6945 0.0 0.0 0.0 0.24
H -1.4494 1.1980 -0.7583 0.1 0.0 0.1 0.22
C -6.2871 -0.3009 0.3190 -0.1 -0.1 0.0 -1.09
Ge -4.3582 -0.1236 0.0543 0.0 0.1 0.1 1.62
C -4.0625 1.0402 -1.4936 0.0 0.0 -0.1 -1.09
C -3.5904 0.6452 1.6802 -0.1 0.0 0.0 -1.09
C -3.5785 -1.8878 -0.2521 0.0 -0.1 0.0 -1.07
Se -1.6108 -1.9817 -0.3512 0.2 0.1 0.0 0.33
C -1.5116 -1.9697 -2.2947 0.0 -0.1 0.0 -0.78
H -6.7519 0.6675 0.5087 0.0 0.0 0.0 0.23
H -6.4943 -0.9497 1.1709 0.0 0.0 0.0 0.23
H -6.7565 -0.7360 -0.5641 0.0 0.0 0.0 0.23
H -4.5766 1.9923 -1.3470 0.0 0.0 0.0 0.23
H -4.4637 0.5775 -2.3961 0.0 0.0 0.0 0.24
H -3.0080 1.2457 -1.6684 -0.2 -0.1 -0.1 0.21
H -4.0425 1.6133 1.9037 0.0 0.0 0.0 0.23
H -2.5139 0.7672 1.6026 0.2 0.0 0.0 0.23
H -3.7795 -0.0183 2.5255 0.0 0.0 0.0 0.24
H -3.9538 -2.3397 -1.1714 0.0 0.0 0.0 0.24
H -3.8742 -2.5479 0.5647 0.0 0.0 0.0 0.24
H -2.0698 -1.1257 -2.6949 0.0 0.0 0.0 0.20
H -1.9164 -2.9039 -2.6784 0.0 0.0 0.0 0.22
H -0.4626 -1.8922 -2.5663 0.0 0.0 0.1 0.26
Cl 1.9226 -5.0141 -1.1485 0.0 0.1 0.1 -0.02
C 2.1299 -4.2653 0.4154 0.0 -0.1 -0.1 -0.11
C 2.5456 -5.0345 1.4701 0.0 0.0 0.1 -0.21
C 2.7192 -4.4881 2.7461 0.0 0.1 -0.1 -0.31
C 2.4381 -3.1435 2.9191 0.0 -0.1 0.0 -0.21
C 2.0071 -2.3932 1.8447 0.0 0.2 0.0 -0.15
Cl 1.6113 -0.6885 2.1368 0.0 0.0 0.0 -0.06
C 1.8323 -2.8663 0.5182 -0.1 0.0 0.0 0.16
N 1.4107 -2.1895 -0.5408 0.0 -0.2 -0.1 -0.68
H 2.7434 -6.0836 1.2904 0.0 0.0 0.0 0.22
H 3.0562 -5.0976 3.5715 0.0 0.0 0.0 0.21
H 2.5380 -2.6694 3.8875 0.0 0.0 0.0 0.21

Entry 2:
23
Properties=species:S:1:pos:R:3:forces:R:3:nbo_charge:R:1 method="wB97M-V/def2-TZVPD" gap_ev="6.098 / 9.573"
C -1.4348 -0.1645 -0.6962 0.6 -0.7 -0.3 -0.46
C 0.1384 -0.1967 -1.1027 -2.4 -2.9 0.8 -0.41
C -1.8375 1.1869 -0.3346 1.3 0.7 -2.3 -0.10
C 1.1144 -0.4973 0.0430 1.3 -1.0 -1.2 -0.22
C -2.1970 1.7576 0.9361 -2.4 -1.5 0.7 -0.68
C 0.6005 -1.3802 1.2164 -0.5 -0.5 -1.9 -0.64
C 2.4535 -1.1494 -0.6250 -1.0 -0.2 0.0 -0.62
O 1.4722 2.2657 -0.1776 0.1 -1.3 0.7 -0.77
S 1.5071 1.1296 0.8339 0.2 0.8 -0.4 0.90
H -2.1023 -0.4986 -1.5990 1.4 0.1 1.6 0.22
H -1.5282 -0.7946 0.2103 -0.5 -0.2 -0.9 0.20
H 0.2290 -1.0628 -1.7966 0.1 0.9 0.0 0.21
H 0.3680 0.7361 -1.5160 0.6 1.1 -1.1 0.23
H -1.6121 1.8789 -1.1606 -0.4 0.1 0.4 0.16
H -3.2786 2.1202 0.6793 1.7 0.1 1.4 0.23
H -1.4930 2.5021 1.2756 -0.2 0.6 0.2 0.23
H -2.2604 0.9164 1.7025 -0.1 1.2 -0.6 0.20
H -0.1806 -2.1330 0.9213 0.7 0.9 0.0 0.23
H 0.1830 -0.7112 1.9173 -0.8 0.4 1.2 0.21
H 1.3711 -1.9543 1.6735 0.9 -0.2 0.4 0.22
H 2.8279 -0.6071 -1.4900 -0.4 0.4 -0.1 0.22
H 2.3912 -2.2264 -0.9722 -0.6 1.1 0.6 0.22
H 3.2685 -1.1173 0.0612 0.6 0.0 0.9 0.21

Entry 3:
56
Properties=species:S:1:pos:R:3:forces:R:3:nbo_charge:R:1 method="wB97M-V/def2-TZVPD" charge=-1 gap_ev=9.885
C 2.0375 0.6736 1.8606 0.4 0.4 -0.4 -0.08
O 2.4823 -0.5360 1.2202 -0.7 0.4 0.6 -0.78
C 2.5142 0.7900 3.3032 -0.7 -1.3 0.1 -0.65
H 0.9659 0.8274 1.7471 -0.2 -0.2 0.0 0.17
H 2.5036 1.4682 1.2699 -0.2 0.2 0.7 0.15
H 2.6701 1.8231 3.6154 0.6 -0.2 -0.1 0.22
H 3.3237 0.0599 3.3225 0.9 0.8 0.3 0.23
H 1.8593 0.3381 4.0641 -0.4 0.2 -0.4 0.20
H 0.8889 -3.0821 1.3412 1.2 0.4 0.7 0.50
H 2.3774 -2.9764 1.8938 0.6 0.7 -0.5 0.47
O 1.5336 -3.3722 2.0379 -1.5 -1.1 0.3 -0.99
H 0.5670 4.2350 1.4378 -0.2 -0.1 0.0 0.51
H -0.6262 3.5139 2.1256 -0.1 -0.2 0.0 0.48
O -0.2944 4.3785 1.8786 0.2 0.3 0.2 -0.98
H -0.9116 -1.1542 -3.4765 -0.5 -0.6 0.7 0.48
H -2.4250 -1.5544 -3.9454 0.3 -0.2 0.8 0.48
O -1.6003 -1.1104 -4.1321 0.2 0.8 -1.6 -0.96
H -3.5510 -2.7817 0.5103 0.0 -0.5 -0.4 0.46
H -2.5828 -1.9172 -0.2009 0.1 -0.1 -0.8 0.51
O -3.0452 -2.7756 -0.3192 -0.2 0.5 1.3 -0.99
H -2.3463 -3.5530 3.1840 0.1 -0.3 0.5 0.47
H -2.6295 -2.2485 3.7795 0.2 0.1 0.4 0.47
O -2.5398 -3.1727 4.0573 -0.2 0.3 -1.0 -0.94
H -1.0242 4.6279 0.2172 -0.5 0.4 0.0 0.49
H -0.6066 3.7658 -0.8445 -0.2 0.0 -0.5 0.45
O -1.2440 4.4840 -0.7249 0.5 -0.4 0.3 -0.97
H 1.0603 -0.3247 -2.1270 0.1 -0.4 0.6 0.46
H 0.4557 -0.8477 -0.5928 -0.1 -0.9 -1.0 0.51
O 0.5897 -0.0263 -1.3368 -0.6 0.5 -0.5 -1.09
H 3.0815 1.0817 -0.2845 0.2 -0.1 -0.5 0.48
H 1.7164 1.0549 -0.9193 -0.1 -0.2 -0.5 0.50
O 2.5543 1.5730 -0.9293 0.5 0.2 0.4 -0.98
H -0.3136 -0.6201 2.8321 0.4 -0.2 0.5 0.48
H -0.9184 -0.9047 1.4860 -0.2 -0.2 0.3 0.52
O -1.1680 -0.6725 2.4127 -0.1 -0.1 -0.5 -1.00
H 2.5682 -1.8361 -5.3990 0.0 0.4 -0.5 0.46
H 1.7261 -0.6483 -5.1040 -0.1 0.4 -0.2 0.47
O 2.2812 -0.9983 -5.8097 0.2 -0.8 0.7 -0.93
H -2.1704 0.5337 -0.5100 -0.3 0.3 0.6 0.49
H -1.4055 -0.2291 -1.4997 -0.2 -0.3 0.1 0.50
O -2.2651 -0.2621 -1.0370 0.5 0.2 -0.5 -0.99
H -2.5008 -3.5425 -2.4387 0.6 -0.6 0.3 0.47
H -1.6233 -4.1087 -1.3454 -0.3 0.1 0.0 0.48
O -1.8020 -4.2105 -2.2857 -0.3 0.4 -0.5 -0.96
H 0.3884 1.2985 -2.9894 0.2 -0.1 -0.1 0.47
H 0.2629 2.7444 -2.8918 0.1 0.5 -0.2 0.46
O 0.7095 2.0932 -3.4406 -0.4 -0.2 0.3 -0.94
H 0.0291 -2.7428 -0.2263 -0.2 -0.1 -0.7 0.47
H 1.6809 -0.9976 0.9063 0.3 -0.4 -0.1 0.52
O 0.2347 -1.8879 0.1356 0.0 0.7 1.2 -1.21
H -2.5477 0.7334 2.3042 -0.3 -0.4 -0.7 0.51
H -3.6521 0.9059 1.1232 0.0 -0.2 0.6 0.48
O -2.8021 1.1780 1.4788 0.2 0.9 -0.3 -0.99
H 1.9841 2.9227 0.0252 0.2 0.3 -0.2 0.50
H 1.8024 4.1123 -0.8473 0.0 0.3 0.2 0.48
O 1.7472 3.8771 0.0873 0.0 -0.2 -0.1 -1.01

| no. | energy (eV) |
| --- | --- |
| 1 | -188342.873 |
| 2 | -20364.995 |
| 3 | -37484.586 |